Record 1
Molecular formula: C22H47IrN6OPS
Method: DFT, ωB97M-V with the def2-TZVPD basis set

Values from the calculation:
Lowest unoccupied orbital energy (alpha / beta) in eV: -2.1 / -2.1
Charge: +1

XYZ file:
```
79
C22H47IrN6OPS, DFT ωB97M-V with the def2-TZVPD basis set
Ir -0.743 -2.295 0.647
C 1.214 -3.364 2.569
C -0.061 -4.038 3.028
N -1.100 -3.984 1.974
C -2.480 -3.866 2.447
C -2.760 -2.558 3.146
S -1.853 -1.163 2.409
C -0.561 -0.883 3.681
C 0.811 -0.927 3.035
N 0.920 -2.017 2.043
H 1.652 -3.934 1.750
H 1.935 -3.337 3.392
H -0.465 -3.563 3.918
H 0.170 -5.068 3.315
H -1.021 -4.772 1.344
H -2.743 -4.682 3.132
H -3.113 -3.958 1.567
H -2.516 -2.590 4.207
H -3.825 -2.345 3.073
H -0.678 -1.625 4.466
H -0.742 0.098 4.117
H 1.601 -1.032 3.785
H 0.967 -0.015 2.463
H 1.671 -1.730 1.424
C -2.200 -2.623 -3.075
C -0.977 -3.194 -2.364
C -1.051 -4.729 -2.358
C 0.320 -2.728 -3.029
N -0.950 -2.724 -1.005
H -2.227 -2.975 -4.107
H -2.173 -1.535 -3.084
H -3.116 -2.942 -2.575
H -1.050 -5.120 -3.376
H -1.965 -5.060 -1.864
H -0.189 -5.142 -1.831
H 0.372 -3.111 -4.049
H 1.181 -3.091 -2.468
H 0.362 -1.638 -3.064
O 0.286 0.519 0.509
P 0.514 1.843 -0.134
N -0.674 2.158 -1.219
C -1.406 1.087 -1.908
C -1.753 1.706 -3.261
C -1.939 3.182 -2.917
C -0.821 3.446 -1.909
N 0.579 3.058 0.977
C -0.439 3.067 2.043
C -0.549 4.537 2.446
C 0.831 5.094 2.110
C 1.158 4.396 0.794
N 1.945 2.019 -0.945
C 2.104 1.391 -2.261
C 3.577 1.647 -2.631
C 4.254 2.081 -1.315
C 3.207 1.790 -0.242
H -2.309 0.814 -1.352
H -0.796 0.187 -1.981
H -2.634 1.256 -3.718
H -0.916 1.584 -3.953
H -2.910 3.332 -2.439
H -1.883 3.843 -3.781
H -1.084 4.240 -1.208
H 0.109 3.734 -2.413
H -0.107 2.452 2.888
H -1.388 2.660 1.689
H -0.823 4.663 3.493
H -1.310 5.034 1.840
H 1.553 4.802 2.876
H 0.851 6.178 2.020
H 2.228 4.339 0.601
H 0.700 4.930 -0.045
H 1.403 1.821 -2.976
H 1.909 0.310 -2.205
H 3.660 2.426 -3.386
H 4.030 0.747 -3.044
H 4.466 3.150 -1.332
H 5.192 1.561 -1.128
H 3.291 2.430 0.635
H 3.279 0.746 0.095
```



Record 2
Molecular formula: C34H40N4NiO2P2
Method: DFT, ωB97M-V with the def2-TZVPD basis set

Values from the calculation:
Lowest unoccupied orbital energy (alpha / beta) in eV: -0.9 / -1.1
ΔE to the lowest compared entry with this formula, charge and spin in kJ/mol: 0.0
<S²>: 2.0109
Multiplicity: 3

XYZ file:
```
83
C34H40N4NiO2P2, DFT ωB97M-V with the def2-TZVPD basis set
Ni 1.756 -1.077 -0.616
C 6.715 -1.685 -1.773
C 6.552 -0.512 -2.390
C 6.228 -0.237 -3.817
C 5.622 -1.385 -4.672
C 4.453 -2.156 -4.120
C 4.434 -2.918 -2.995
C 5.563 -3.795 -2.589
C 6.881 -3.023 -2.419
C -0.136 -1.178 -0.206
H 6.873 -1.719 -0.695
H 6.802 0.415 -1.867
H 7.150 0.070 -4.345
H 5.574 0.649 -3.881
H 5.249 -0.927 -5.605
H 6.424 -2.062 -5.002
H 3.684 -2.312 -4.898
H 3.540 -3.009 -2.381
H 5.698 -4.549 -3.381
H 5.309 -4.336 -1.669
H 7.547 -3.632 -1.797
H 7.356 -2.912 -3.397
H -0.067 -1.505 0.851
H -0.865 -1.846 -0.695
H -0.522 -0.146 -0.222
P 1.008 -1.222 -2.643
P 2.486 0.985 -0.754
N 0.999 -2.947 -3.061
N -0.367 -0.699 -3.588
N 3.783 0.414 0.307
N 2.594 2.624 -0.304
C 2.445 -0.314 -3.302
C 3.004 0.901 -2.501
C 0.920 -3.901 -2.031
C 0.911 -5.167 -2.590
C 1.031 -5.015 -4.010
C 1.087 -3.647 -4.268
C -1.683 -1.158 -3.396
C -2.529 -0.447 -4.241
C -1.719 0.460 -5.009
C -0.409 0.280 -4.592
C 3.404 -0.663 1.167
C 4.576 -1.117 1.775
C 5.678 -0.426 1.203
C 5.156 0.502 0.300
C 3.719 3.392 0.042
C 3.274 4.606 0.544
C 1.838 4.594 0.501
C 1.451 3.383 -0.043
H 2.254 -0.020 -4.342
H 3.287 -1.029 -3.396
H 4.108 0.933 -2.517
H 2.643 1.830 -2.971
H 0.879 -3.584 -1.001
H 0.821 -6.095 -2.046
H 1.068 -5.821 -4.738
H 1.175 -3.113 -5.201
H -1.885 -1.999 -2.747
H -3.595 -0.588 -4.355
H -2.057 1.108 -5.810
H 0.505 0.694 -4.971
H 2.353 -0.771 1.467
H 4.629 -1.847 2.572
H 6.728 -0.573 1.435
H 5.669 1.237 -0.310
H 4.715 3.000 -0.114
H 3.904 5.408 0.895
H 1.175 5.377 0.827
H 0.492 2.942 -0.235
O 0.796 -0.413 3.172
C 0.412 0.702 2.739
O 0.862 1.383 1.769
C -0.831 1.249 3.415
C -1.412 2.448 2.963
C -2.568 2.963 3.561
C -3.162 2.270 4.632
C -2.582 1.078 5.092
C -1.432 0.570 4.488
H -0.924 2.956 2.132
H -2.998 3.906 3.209
H -4.065 2.657 5.111
H -3.017 0.554 5.941
H -0.995 -0.362 4.836
```



Record 3
Molecular formula: C3H4Br3CaO2
Method: DFT, ωB97M-V with the def2-TZVPD basis set

Values from the calculation:
Lowest unoccupied orbital energy in eV: -7.8
ΔE to the lowest compared entry with this formula, charge and spin in kJ/mol: 678.7
Charge: +1

XYZ file:
```
13
C3H4Br3CaO2, DFT ωB97M-V with the def2-TZVPD basis set
Ca 12.912 12.543 -16.921
C 16.405 14.565 -10.975
C 15.686 14.071 -12.240
O 14.460 14.109 -12.332
O 16.291 13.617 -13.246
H 16.327 13.740 -10.267
H 15.870 15.431 -10.583
H 17.481 14.702 -11.079
C 17.431 19.495 -5.300
Br 18.972 19.585 -6.599
Br 17.589 21.089 -4.105
Br 17.692 17.851 -4.276
H 16.476 19.499 -5.825
```



Record 4
Molecular formula: C44H26BrClCrF4IN2OP
Method: DFT, ωB97M-V with the def2-TZVPD basis set

Values from the calculation:
Lowest unoccupied orbital energy (alpha / beta) in eV: -3.8 / -3.8
ΔE to the lowest compared entry with this formula, charge and spin in kJ/mol: 13.7
<S²>: 0.7698
Multiplicity: 2
Charge: +1

XYZ file:
```
82
C44H26BrClCrF4IN2OP, DFT ωB97M-V with the def2-TZVPD basis set
Cr -0.759 0.382 -0.586
Cl -2.356 4.801 4.877
C -2.276 3.861 3.438
C -2.839 4.362 2.253
C -2.750 3.642 1.090
C -2.058 2.410 1.040
O -1.920 1.773 -0.067
C -1.510 1.888 2.256
C -0.748 0.697 2.301
N -0.301 0.022 1.269
C 0.700 -0.935 1.436
C 1.332 -1.279 2.615
C 2.414 -2.164 2.609
C 2.857 -2.733 1.446
C 2.214 -2.444 0.225
C 2.581 -3.032 -1.002
C 1.898 -2.666 -2.135
C 0.883 -1.709 -2.051
N 0.502 -1.134 -0.919
C 1.139 -1.524 0.223
C -1.659 2.635 3.446
H -3.341 5.317 2.267
H -3.177 4.016 0.172
H -0.463 0.379 3.301
H 1.022 -0.872 3.564
H 2.904 -2.381 3.545
H 3.706 -3.401 1.442
H 3.386 -3.750 -1.022
H 2.139 -3.099 -3.092
H 0.377 -1.385 -2.952
H -1.232 2.252 4.360
F -3.152 -7.249 -3.566
C -3.010 -6.154 -2.833
C -3.103 -6.200 -1.445
F -3.343 -7.355 -0.830
C -2.943 -5.037 -0.691
F -3.070 -5.176 0.632
C -2.703 -3.793 -1.273
P -2.423 -2.171 -0.390
C -1.839 -2.804 1.224
C -2.396 -2.379 2.425
C -1.904 -2.873 3.620
C -0.848 -3.770 3.629
C -0.271 -4.171 2.434
C -0.761 -3.687 1.237
C -4.138 -1.725 0.051
C -4.482 -0.378 0.004
C -5.727 0.032 0.448
C -6.638 -0.901 0.915
C -6.296 -2.243 0.961
C -5.048 -2.659 0.540
C -2.638 -3.783 -2.667
Br -2.402 -2.161 -3.577
C -2.777 -4.926 -3.439
F -2.679 -4.845 -4.764
H -3.239 -1.699 2.426
H -2.368 -2.579 4.549
H -0.496 -4.171 4.567
H 0.548 -4.873 2.436
H -0.336 -4.028 0.301
H -3.773 0.353 -0.374
H -5.975 1.083 0.435
H -7.611 -0.576 1.248
H -6.992 -2.968 1.351
H -4.788 -3.701 0.619
I -1.674 1.296 -3.106
C 0.344 1.937 -3.455
C 0.652 2.391 -4.707
C 1.965 2.786 -4.988
C 2.919 2.713 -4.013
C 2.597 2.293 -2.706
C 3.572 2.300 -1.688
C 3.219 2.020 -0.399
C 1.903 1.638 -0.095
C 0.937 1.484 -1.062
C 1.264 1.878 -2.387
H -0.102 2.436 -5.476
H 2.204 3.149 -5.973
H 3.935 3.010 -4.227
H 4.589 2.552 -1.943
H 3.944 2.064 0.400
H 1.669 1.466 0.947
```



Record 5
Molecular formula: C23H24N9O3PS3Sc
Method: DFT, ωB97M-V with the def2-TZVPD basis set

Values from the calculation:
Lowest unoccupied orbital energy (alpha / beta) in eV: -0.8 / -0.8
ΔE to the lowest compared entry with this formula, charge and spin in kJ/mol: 385.3
<S²>: 0.7782
Multiplicity: 2

XYZ file:
```
64
C23H24N9O3PS3Sc, DFT ωB97M-V with the def2-TZVPD basis set
Sc 1.296 -1.283 -0.102
N 1.362 -4.456 -1.512
N 0.376 -5.208 -0.812
C 0.000 -4.671 0.418
N -1.008 -5.256 1.122
N 0.650 -3.622 0.806
N 0.425 -3.058 2.025
O 0.046 -3.753 2.987
O 0.734 -1.888 2.145
H 0.902 -3.793 -2.085
H 1.882 -5.168 -1.992
H -0.430 -5.558 -1.286
H -1.574 -6.005 0.765
H -1.233 -4.928 2.026
O 3.852 0.491 0.489
C 2.497 0.384 0.774
C 1.991 1.585 1.411
C 2.818 2.556 2.035
C 2.265 3.661 2.638
C 0.843 3.820 2.764
C 0.099 2.879 2.191
C 0.609 1.806 1.439
P -0.411 0.746 0.414
C -1.821 0.281 1.416
C -1.612 0.136 2.806
C -2.618 -0.215 3.669
C -3.957 -0.279 3.186
C -4.144 -0.156 1.792
C -3.086 0.111 0.917
C -1.346 1.732 -0.851
C -1.281 1.319 -2.186
C -1.937 1.984 -3.202
C -2.815 2.974 -2.836
C -2.864 3.501 -1.513
C -2.047 2.889 -0.548
H 3.924 2.471 2.004
H 2.929 4.396 3.149
H 0.401 4.661 3.306
H -0.997 2.903 2.229
H -0.583 0.207 3.225
H -2.452 -0.358 4.740
H -4.836 -0.405 3.800
H -5.109 -0.491 1.456
H -3.161 0.086 -0.142
H -0.558 0.587 -2.411
H -1.796 1.716 -4.239
H -3.399 3.461 -3.597
H -3.548 4.298 -1.291
H -2.118 3.270 0.458
N 2.047 -0.491 -2.246
N 3.205 0.302 -2.552
C 2.996 1.318 -3.480
N 3.957 2.224 -3.456
S 1.741 1.458 -4.486
H 2.113 -1.315 -2.672
H 1.302 -0.004 -2.696
H 3.745 0.591 -1.743
H 4.814 2.121 -2.896
H 3.954 2.995 -4.072
S -3.081 -2.741 -1.413
C -1.548 -2.205 -1.462
N -0.415 -1.855 -1.341
S 3.570 -2.131 0.412
C 4.438 -0.630 0.104
```



Record 6
Molecular formula: C6H24O7
Method: DFT, ωB97M-V with the def2-TZVPD basis set

Values from the calculation:
Lowest unoccupied orbital energy in eV: 0.3
ΔE to the lowest compared entry with this formula, charge and spin in kJ/mol: 571.5

XYZ file:
```
37
C6H24O7, DFT ωB97M-V with the def2-TZVPD basis set
C -2.432 0.771 -1.798
C -2.022 1.352 -0.499
C -1.228 2.428 -0.539
C -2.524 0.603 0.635
C -2.389 1.224 1.988
C -2.468 2.499 2.356
H -3.604 0.608 -1.803
H -1.828 -0.157 -1.825
H -2.291 1.343 -2.825
H -0.687 2.720 -1.395
H -0.970 2.985 0.327
H -3.549 0.412 0.562
H -2.084 -0.517 0.560
H -2.108 0.478 2.756
H -2.619 3.509 2.120
H -2.302 2.638 3.260
H 2.665 1.594 0.576
H 4.000 1.835 -0.056
O 3.418 1.185 0.005
H 3.440 -1.002 0.501
H 4.710 -1.341 -0.127
O 4.004 -1.833 0.332
H -0.192 -4.503 0.785
H -1.371 -4.655 1.692
O -0.706 -4.156 1.545
H 1.884 -2.750 -0.467
H 0.799 -2.838 -1.587
O 1.084 -3.187 -0.766
H -1.445 -3.409 -0.748
H -1.353 -2.585 0.578
O -1.509 -2.444 -0.275
H 2.461 4.225 0.212
H 1.320 3.601 0.856
O 2.301 3.558 0.786
H 3.515 -2.022 -2.404
H 3.327 -0.671 -2.656
O 2.754 -1.499 -2.662
```



Record 7
Molecular formula: C15H31N4O8S3
Method: DFT, ωB97M-V with the def2-TZVPD basis set

Values from the calculation:
Lowest unoccupied orbital energy in eV: -4.9
Charge: +1

XYZ file:
```
61
C15H31N4O8S3, DFT ωB97M-V with the def2-TZVPD basis set
O -2.783 3.304 -2.217
C -2.389 2.141 -2.378
O -1.308 1.792 -3.231
C -0.048 1.722 -2.475
C 0.269 0.263 -1.920
C -0.412 -0.116 -0.522
C -0.629 1.096 0.498
C 0.679 1.568 1.295
C 2.128 1.371 0.659
N 2.686 2.740 0.292
C 1.500 3.627 0.411
N 1.209 4.709 -0.322
N 2.132 5.110 -1.306
C 1.555 4.819 -2.468
S 1.300 4.734 -4.095
N 0.717 3.063 1.495
H -2.918 1.263 -1.850
H 0.762 1.949 -3.263
H 0.023 2.561 -1.710
H -0.163 -0.473 -2.696
H 1.395 0.073 -1.923
H -1.398 -0.661 -0.671
H 0.296 -0.867 -0.009
H -1.374 0.717 1.293
H -1.106 2.029 0.047
H 0.685 1.016 2.287
H 2.321 0.508 -0.049
H 2.762 1.137 1.593
H 2.782 2.696 -0.740
H 0.336 5.209 -0.096
H -0.244 3.405 1.622
O 3.995 -0.989 2.143
S 4.777 -1.881 1.325
O 4.208 -3.059 0.727
O 6.112 -2.298 2.129
C 5.972 -2.893 3.423
C 5.514 -4.337 3.332
C 5.565 -0.942 0.048
H 5.296 -2.301 4.046
H 6.957 -2.860 3.895
H 4.501 -4.405 2.931
H 5.516 -4.805 4.319
H 6.165 -4.907 2.665
H 6.032 -0.063 0.490
H 4.798 -0.642 -0.665
H 6.305 -1.571 -0.446
O -4.188 -2.024 0.117
S -5.584 -2.382 0.148
O -6.097 -3.500 -0.596
O -6.465 -1.074 -0.199
C -6.206 -0.390 -1.425
C -6.761 -1.145 -2.619
C -6.089 -2.563 1.834
H -5.134 -0.201 -1.541
H -6.699 0.582 -1.359
H -6.240 -2.094 -2.763
H -6.648 -0.559 -3.534
H -7.818 -1.376 -2.471
H -5.736 -1.705 2.404
H -5.642 -3.480 2.217
H -7.175 -2.637 1.870
```



Record 8
Molecular formula: C10H14BN2
Method: DFT, ωB97M-V with the def2-TZVPD basis set

Values from the calculation:
Lowest unoccupied orbital energy (alpha / beta) in eV: -5.1 / -5.6
ΔE to the lowest compared entry with this formula, charge and spin in kJ/mol: 0.0
Charge: +1

XYZ file:
```
27
C10H14BN2, DFT ωB97M-V with the def2-TZVPD basis set
B -1.713 -1.045 -0.432
C 2.528 -1.404 0.870
C 3.395 -0.282 0.519
C 1.224 -1.271 0.432
C 2.836 0.886 0.045
C 0.781 -0.163 -0.262
C -2.995 1.014 0.811
C -0.641 -0.017 -0.489
C -2.861 -0.290 0.438
C -1.597 -2.620 -0.673
C 1.149 2.202 -0.920
N -2.107 1.944 0.625
N 1.559 0.977 -0.337
H 2.798 -2.344 1.383
H 4.413 -0.451 0.839
H 0.592 -2.171 0.484
H 3.424 1.873 0.041
H -3.975 1.445 1.055
H -0.914 0.962 -0.761
H -3.640 -0.921 0.638
H -2.511 -2.830 -1.215
H -1.527 -3.246 0.325
H -0.683 -2.785 -1.275
H 0.601 2.047 -1.832
H 0.377 2.750 -0.260
H 1.963 2.950 -1.035
H -2.476 2.788 0.984
```



Record 9
Molecular formula: C2H6N2O
Method: DFT, ωB97M-V with the def2-TZVPD basis set

Values from the calculation:
Lowest unoccupied orbital energy in eV: 0.9
ΔE to the lowest compared entry with this formula, charge and spin in kJ/mol: 303.3

XYZ file:
```
11
C2H6N2O, DFT ωB97M-V with the def2-TZVPD basis set
C -0.476 1.195 0.027
C 0.729 -0.834 -0.164
H 0.482 1.583 -0.278
H -1.353 1.786 -0.383
H -0.468 1.280 1.097
H -2.029 -1.106 -0.473
H 0.729 -1.905 -0.070
H 2.608 -0.741 0.154
N -0.494 -0.182 -0.340
N 1.768 -0.117 0.147
O -1.495 -0.959 0.283
```



Record 10
Molecular formula: CH7NO
Method: DFT, ωB97M-V with the def2-TZVPD basis set

Values from the calculation:
Lowest unoccupied orbital energy in eV: 1.0
ΔE to the lowest compared entry with this formula, charge and spin in kJ/mol: 35.2

XYZ file:
```
10
CH7NO, DFT ωB97M-V with the def2-TZVPD basis set
C -0.459 -0.222 2.015
N 0.264 -1.462 1.637
H -0.975 0.338 1.224
H 0.275 0.483 2.416
H -1.279 -0.423 2.697
H -0.187 -2.164 2.199
H 0.070 -1.737 0.681
H 0.981 2.463 -4.355
H 0.740 1.004 -4.572
O 0.569 1.719 -3.942
```